1.
Density functional theory data (ωB97M-V/def2-TZVPD) for C10H13N2O2P in the gas phase in a non-equilibrium geometry.

Each atom is followed by the atoms it is bonded to, with distances in Å.
Positions of all 28 atoms, in Å:
1 C -1.29 0.12 0.73  C2 1.332, C3 1.506, C10 1.478
2 C -1.47 0.81 1.85  C1 1.332, P15 1.746
3 C -2.34 0.27 -0.35  C1 1.506, N12 1.324, O13 1.259
4 C 3.87 -2.13 0.41  C5 1.325, H16 1.013, H17 1.083
5 C 2.89 -1.30 0.71  C4 1.325, C6 1.419, H18 1.083
6 C 2.18 -0.65 -0.33  C5 1.419, C7 1.337, H19 1.036
7 C 0.88 -0.38 -0.46  C6 1.337, C8 1.514, C10 1.530
8 C 0.32 0.53 -1.53  C7 1.514, C9 1.512, O14 1.221
9 C 0.58 0.12 -2.97  C8 1.512, H20 1.125, H21 1.087, H22 1.075
10 C -0.24 -0.88 0.46  C1 1.478, C7 1.530, H23 1.154, H24 1.182
11 N -3.31 2.03 0.81  N12 1.306, H25 1.030
12 N -3.36 1.07 -0.08  C3 1.324, N11 1.306, H26 1.009
13 O -2.24 -0.36 -1.43  C3 1.259
14 O -0.11 1.66 -1.37  C8 1.221
15 P -0.91 1.24 3.45  C2 1.746, H27 1.460, H28 1.421
16 H 4.32 -2.76 1.06  C4 1.013
17 H 4.22 -2.08 -0.62  C4 1.083
18 H 2.63 -1.37 1.76  C5 1.083
19 H 2.61 -0.22 -1.17  C6 1.036
20 H 1.70 0.10 -3.09  C9 1.125
21 H 0.00 0.74 -3.64  C9 1.087
22 H 0.25 -0.89 -3.05  C9 1.075
23 H 0.32 -1.10 1.44  C10 1.154
24 H -0.70 -1.87 0.00  C10 1.182
25 H -4.20 2.08 1.33  N11 1.030
26 H -4.19 0.94 -0.62  N12 1.009
27 H -2.08 1.96 3.94  P15 1.460
28 H -0.32 2.34 2.77  P15 1.421

Summary:
Total energy   -26937.5661 eV
Gap between HOMO and LUMO (spin up / spin down)   7.0040 / 8.2787 eV
ΔE to the lowest compared entry with this formula, charge and spin   734.2 kJ/mol
F_max   0.0781 hartree/bohr


2.
Density functional theory data (ωB97M-V/def2-TZVPD) for C3H7NO in the gas phase in a non-equilibrium geometry.

Each atom is followed by the atoms it is bonded to, with distances in Å.
Positions of all 12 atoms, in Å:
1 C -0.66 -1.72 0.20  O2 1.411, H6 1.103, H7 1.085, H8 1.094
2 O -0.80 -0.35 0.50  C1 1.411, C3 1.441
3 C 0.41 0.40 0.66  O2 1.441, C4 1.482, N5 1.255
4 C 0.10 1.53 -0.25  C3 1.482, H9 1.229, H10 1.112, H11 1.092
5 N 1.36 -0.14 1.28  C3 1.255, H12 1.015
6 H -0.22 -1.87 -0.80  C1 1.103
7 H -0.01 -2.15 0.96  C1 1.085
8 H -1.66 -2.17 0.22  C1 1.094
9 H -0.65 0.66 -0.68  C4 1.229
10 H 0.97 2.10 -0.63  C4 1.112
11 H -0.64 2.22 0.15  C4 1.092
12 H 2.18 0.45 1.42  N5 1.015

Summary:
SMILES string   [H]/N=C(\C)OC
Total energy   -6759.7009 eV
Gap between HOMO and LUMO   10.9958 eV
ΔE to the lowest compared entry with this formula, charge and spin   294.2 kJ/mol
F_max   0.0771 hartree/bohr


3.
Density functional theory data (ωB97M-V/def2-TZVPD) for 3 unconnected molecules or ions with the total composition C12H32N2O5 in a non-equilibrium geometry.

Each atom is followed by the atoms it is bonded to, with distances in Å.
Positions of all 51 atoms, in Å:
1 C 0.82 4.04 -6.30  O2 1.403, H10 1.090, H11 1.090, H12 1.090
2 O 0.91 2.72 -6.76  C1 1.403, C3 1.484
3 C 1.10 1.82 -5.60  O2 1.484, C4 1.532, H13 1.090, H14 1.090
4 C 0.84 0.40 -6.13  C3 1.532, N5 1.488, H15 1.090, H16 1.090
5 N 1.02 -0.63 -5.07  C4 1.488, C6 1.482, H17 1.010
6 C 0.77 -1.96 -5.66  N5 1.482, C7 1.514, H18 1.090, H19 1.090
7 C 1.21 -3.18 -4.88  C6 1.514, O8 1.444, H20 1.090, H21 1.090
8 O 2.65 -3.19 -4.89  C7 1.444, C9 1.388
9 C 3.08 -4.34 -4.24  O8 1.388, H22 1.090, H23 1.090, H24 1.090
10 H 1.69 4.31 -5.71  C1 1.090
11 H -0.10 4.17 -5.72  C1 1.090
12 H 0.79 4.69 -7.18  C1 1.090
13 H 0.37 1.99 -4.81  C3 1.090
14 H 2.08 1.90 -5.14  C3 1.090
15 H 1.53 0.14 -6.93  C4 1.090
16 H -0.19 0.37 -6.48  C4 1.090
17 H 0.35 -0.53 -4.32  N5 1.010
18 H 1.31 -2.06 -6.60  C6 1.090
19 H -0.30 -2.14 -5.75  C6 1.090
20 H 0.77 -4.05 -5.37  C7 1.090
21 H 0.75 -3.22 -3.89  C7 1.090
22 H 2.82 -5.20 -4.87  C9 1.090
23 H 2.61 -4.45 -3.26  C9 1.090
24 H 4.14 -4.32 -4.03  C9 1.090
25 C 0.70 -0.28 3.71  O26 1.465, H34 1.090, H35 1.090, H36 1.090
26 O -0.44 0.63 3.85  C25 1.465, C27 1.460
27 C -0.22 1.64 4.88  O26 1.460, C28 1.492, H37 1.090, H38 1.090
28 C -1.38 2.56 5.06  C27 1.492, N29 1.462, H39 1.090, H40 1.090
29 N -2.56 1.74 5.31  C28 1.462, C30 1.447, H41 1.010
30 C -2.65 1.55 6.74  N29 1.447, C31 1.494, H42 1.090, H43 1.090
31 C -3.77 0.67 7.18  C30 1.494, O32 1.426, H44 1.090, H45 1.090
32 O -3.49 -0.68 6.80  C31 1.426, C33 1.410
33 C -4.31 -1.65 7.41  O32 1.410, H46 1.090, H47 1.090, H48 1.090
34 H 0.54 -0.97 2.88  C25 1.090
35 H 0.85 -0.91 4.59  C25 1.090
36 H 1.62 0.23 3.42  C25 1.090
37 H 0.56 2.35 4.63  C27 1.090
38 H 0.15 1.13 5.77  C27 1.090
39 H -1.50 3.04 4.09  C28 1.090
40 H -1.29 3.44 5.70  C28 1.090
41 H -2.34 0.82 4.96  N29 1.010
42 H -2.73 2.51 7.24  C30 1.090
43 H -1.71 1.13 7.12  C30 1.090
44 H -4.74 0.91 6.75  C31 1.090
45 H -3.82 0.85 8.25  C31 1.090
46 H -5.31 -1.72 6.97  C33 1.090
47 H -4.31 -1.42 8.48  C33 1.090
48 H -3.79 -2.57 7.16  C33 1.090
49 O 5.22 -0.55 -2.89  H50 0.957, H51 0.957
50 H 5.21 -1.50 -3.04  O49 0.957
51 H 4.47 -0.23 -3.38  O49 0.957

Summary:
SMILES string   COCCNCCOC.COCCNCCOC.O
Total energy   -26176.6359 eV
Gap between HOMO and LUMO   9.5372 eV
ΔE to the lowest compared entry with this formula, charge and spin   93.9 kJ/mol
F_max   0.0494 hartree/bohr


4.
Density functional theory data (ωB97M-V/def2-TZVPD) for C20H25N3O2S in the gas phase in a non-equilibrium geometry.

Each atom is followed by the atoms it is bonded to, with distances in Å.
Positions of all 51 atoms, in Å:
1 C 1.78 6.23 -1.82  C2 1.524, H49 1.087, H50 1.088, H51 1.087
2 C 0.49 5.64 -1.28  C1 1.524, C3 1.527, H47 1.092, H48 1.092
3 C 0.63 4.19 -0.81  C2 1.527, H4 1.092, H5 1.092, C6 1.531
4 H -0.29 3.87 -0.33  C3 1.092
5 H 1.44 4.12 -0.08  C3 1.092
6 C 0.92 3.23 -1.97  C3 1.531, N7 1.438, H45 1.092, H46 1.092
7 N 0.93 1.87 -1.51  C6 1.438, C8 1.347, N15 1.332
8 C 1.97 1.25 -0.90  N7 1.347, C9 1.401, O37 1.354
9 C 1.54 -0.04 -0.58  C8 1.401, C10 1.408, C14 1.439
10 C 2.07 -1.20 0.02  C9 1.408, C11 1.364, H36 1.080
11 C 1.28 -2.30 0.14  C10 1.364, C12 1.417, H35 1.079
12 C -0.07 -2.31 -0.31  C11 1.417, C13 1.372, C17 1.490
13 C -0.62 -1.21 -0.92  C12 1.372, C14 1.403, H16 1.079
14 C 0.18 -0.06 -1.06  C9 1.439, C13 1.403, N15 1.334
15 N -0.15 1.11 -1.61  N7 1.332, C14 1.334
16 H -1.62 -1.20 -1.31  C13 1.079
17 C -0.82 -3.58 -0.12  C12 1.490, O18 1.217, N19 1.360
18 O -0.29 -4.68 -0.12  C17 1.217
19 N -2.16 -3.43 0.03  C17 1.360, H20 1.007, C21 1.440
20 H -2.52 -2.50 0.20  N19 1.007
21 C -3.01 -4.54 0.39  N19 1.440, H22 1.093, H23 1.092, C24 1.543
22 H -4.02 -4.35 0.02  C21 1.093
23 H -2.60 -5.42 -0.10  C21 1.092
24 C -3.03 -4.79 1.91  C21 1.543, C25 1.488, H33 1.092, H34 1.091
25 C -3.60 -3.63 2.66  C24 1.488, C26 1.360, S29 1.738
26 C -4.85 -3.48 3.16  C25 1.360, C27 1.414, H32 1.076
27 C -5.06 -2.23 3.78  C26 1.414, C28 1.355, H31 1.075
28 C -3.96 -1.44 3.74  C27 1.355, S29 1.721, H30 1.072
29 S -2.64 -2.21 2.95  C25 1.738, C28 1.721
30 H -3.83 -0.45 4.13  C28 1.072
31 H -5.99 -1.94 4.24  C27 1.075
32 H -5.61 -4.25 3.09  C26 1.076
33 H -2.01 -4.98 2.23  C24 1.092
34 H -3.63 -5.68 2.11  C24 1.091
35 H 1.66 -3.21 0.58  C11 1.079
36 H 3.09 -1.23 0.39  C10 1.080
37 O 3.10 1.98 -0.73  C8 1.354, C38 1.418
38 C 4.28 1.28 -0.37  O37 1.418, C39 1.524, H43 1.093, H44 1.096
39 C 4.81 0.41 -1.49  C38 1.524, H40 1.087, H41 1.086, H42 1.087
40 H 4.10 -0.37 -1.75  C39 1.087
41 H 5.74 -0.06 -1.18  C39 1.086
42 H 5.00 1.01 -2.38  C39 1.087
43 H 5.00 2.08 -0.14  C38 1.093
44 H 4.11 0.70 0.54  C38 1.096
45 H 0.14 3.30 -2.72  C6 1.092
46 H 1.90 3.44 -2.41  C6 1.092
47 H 0.16 6.24 -0.43  C2 1.092
48 H -0.29 5.70 -2.04  C2 1.092
49 H 1.66 7.29 -2.04  C1 1.087
50 H 2.58 6.12 -1.09  C1 1.088
51 H 2.08 5.73 -2.74  C1 1.087

Summary:
SMILES string   CCCCn1nc2cc(C(=O)NCCc3cccs3)ccc2c1OCC
Total energy   -40546.3910 eV
Gap between HOMO and LUMO   8.2668 eV
ΔE to the lowest compared entry with this formula, charge and spin   173.0 kJ/mol
F_max   0.0228 hartree/bohr